# 1
This record from the Open Molecules 2025 dataset describes a structure of composition C22H31Cl4N7O4SSiW. The level of theory is the ωB97M-V functional and the def2-TZVPD basis.

```
71
Properties=species:S:1:pos:R:3
W -0.36688 -0.09756 0.47643
C 3.71410 0.15388 -0.07020
C 1.58576 -0.73322 -1.03651
N 1.13204 -1.29747 0.24066
N 1.68062 -2.34379 0.82124
C 0.97318 -2.69194 1.87952
N 1.33847 -3.72720 2.62795
S -0.45852 -1.78697 2.26362
C 0.66657 -1.37845 -2.08590
C 0.99027 -1.89639 -3.31551
C -0.04148 -2.34427 -4.13786
C -1.34828 -2.23694 -3.70707
C -1.59387 -1.68377 -2.45931
N -0.61160 -1.26761 -1.66454
H 3.74376 -0.53378 0.77487
H 3.17086 1.04601 0.23803
H 4.74123 0.43568 -0.30166
H 2.18253 -4.22455 2.38911
H 0.85762 -3.96871 3.47649
H 2.01386 -1.92739 -3.64816
H 0.18419 -2.75997 -5.11065
H -2.17454 -2.56367 -4.32161
H -2.60540 -1.57219 -2.09763
Cl -2.07486 3.66424 6.16767
C -1.27409 2.88078 4.87699
C 0.10407 3.03935 4.71069
Cl 1.00382 3.98288 5.81081
C 0.73816 2.44229 3.62720
Cl 2.41111 2.63932 3.33313
C -0.00230 1.66507 2.74246
O 0.58353 1.09303 1.68367
C -1.35365 1.44860 2.94722
O -1.92050 0.58638 1.99596
C -2.00843 2.09457 3.98640
Cl -3.71562 2.01054 4.15710
C 3.20718 1.71114 -2.34884
N 3.15621 0.25938 -2.53579
C 4.21015 -0.11241 -3.47768
C 3.09268 -0.53830 -1.29289
C 3.77489 -1.90559 -1.43693
O 0.89325 0.51117 -0.82447
H 2.98682 2.18932 -3.30397
H 4.19590 2.06181 -2.02702
H 2.48445 2.05226 -1.61345
H 4.09758 0.50382 -4.36853
H 4.13409 -1.15209 -3.78784
H 5.21997 0.05769 -3.08221
H 4.84412 -1.76136 -1.58145
H 3.40150 -2.50705 -2.26117
H 3.63655 -2.47530 -0.52344
C -4.73832 1.16720 1.27698
Si -3.54537 -0.12063 1.87994
C -3.98761 -1.14701 3.34784
C -3.21546 -1.34813 0.48652
H -5.58232 1.28199 1.95633
H -5.12990 0.88946 0.29626
H -4.25439 2.14245 1.20221
H -4.90637 -1.67927 3.07511
H -4.18240 -0.60276 4.26592
H -3.22696 -1.90554 3.53809
H -3.96523 -1.21691 -0.29582
H -3.28993 -2.36813 0.86689
H -2.25593 -1.34565 -0.04928
N -0.63240 2.19961 -2.36540
C -1.61758 2.11309 -1.48235
N -2.74216 2.80703 -1.65868
O -1.54821 1.36200 -0.44773
H -0.68703 2.82134 -3.15425
H 0.22472 1.69585 -2.17528
H -2.86123 3.45950 -2.41506
H -3.45704 2.75321 -0.95314
```

* Kohn-Sham gap (spin up / spin down): 6.08 / 6.09 eV
* LUMO energy (spin up / spin down): -7.3 / -7.2 eV
* total charge: +2

# 2
This record from the Open Molecules 2025 dataset describes a cluster of 5 separate species, C22H31F5NO15 in total. The level of theory is the ωB97M-V functional and the def2-TZVPD basis.

```
74
Properties=species:S:1:pos:R:3
C -3.29797 1.18997 2.98132
C -3.42924 1.65076 1.56558
O -4.36758 2.23817 1.10772
O -2.33620 1.33076 0.81057
C -2.10727 2.17050 -0.32516
C -1.05675 3.23681 -0.01154
C -1.68215 4.55093 0.43964
C -0.72189 5.75498 0.25496
N -0.55990 6.69094 1.44882
C -1.29560 6.35795 2.72667
C -2.52905 5.52598 2.45700
C -3.68611 6.27943 1.79461
C -4.84624 5.40499 1.39492
F -4.09963 7.18913 2.77598
O -2.12148 4.35911 1.77481
H -2.42201 0.56313 3.12913
H -3.24389 2.07763 3.61505
H -4.19764 0.63693 3.25917
H -3.05454 2.62483 -0.62376
H -1.78249 1.53203 -1.14850
H -0.44681 3.40747 -0.90586
H -0.38819 2.88167 0.77891
H -2.55214 4.74033 -0.20245
H 0.27880 5.42190 -0.02187
H -1.09027 6.38147 -0.55702
H -0.83313 7.62814 1.15371
H 0.43277 6.75767 1.67195
H -0.60891 5.79006 3.35491
H -1.53397 7.29394 3.23501
H -2.89124 5.21453 3.44215
H -3.34193 6.90725 0.95775
H -5.16030 4.78921 2.23959
H -5.68129 6.04245 1.09765
H -4.60608 4.74172 0.56472
C -0.32884 -1.51065 -0.26449
C -0.54115 -1.98209 -1.68778
O 0.46949 -1.27265 -2.39297
C 1.46693 -0.97423 -1.52938
O 2.54064 -0.58174 -1.85471
O 1.07358 -1.19186 -0.25896
F -1.74614 -1.62691 -2.18162
H -0.89340 -0.59848 -0.06958
H -0.55796 -2.25885 0.48457
H -0.38960 -3.05005 -1.84563
C 4.23205 -2.55957 0.04161
C 5.68148 -2.88122 0.34989
O 5.60868 -4.22439 0.80607
C 4.50231 -4.79197 0.27793
O 4.25197 -5.95388 0.29053
O 3.70299 -3.85169 -0.27220
F 6.18492 -2.10342 1.33821
H 3.72754 -2.17966 0.93201
H 4.09905 -1.86509 -0.78110
H 6.34987 -2.84181 -0.51078
C 3.38629 -4.77244 -4.85270
C 2.84331 -3.61617 -4.02961
O 3.83876 -3.45695 -3.04595
C 5.01311 -3.95625 -3.51851
O 6.06185 -3.78636 -2.99350
O 4.79742 -4.64672 -4.65580
F 1.66515 -3.92413 -3.42485
H 3.04738 -5.72049 -4.43211
H 3.14973 -4.72165 -5.91059
H 2.72033 -2.67696 -4.57045
C 0.44168 -5.88679 0.83533
C -0.42267 -6.86728 0.06478
O -1.71566 -6.27782 0.15127
C -1.57203 -4.95361 0.35922
O -2.42897 -4.13591 0.26414
O -0.28748 -4.65900 0.66696
F -0.45791 -8.08937 0.62964
H 0.45567 -6.15191 1.89306
H 1.45005 -5.78808 0.45076
H -0.16008 -6.97470 -0.98888
```

* Kohn-Sham gap: 9.14 eV
* LUMO energy: -3.6 eV
* total charge: +1

# 3
This record from the Open Molecules 2025 dataset describes a structure of composition C22H31N11O2Ti. The level of theory is the ωB97M-V functional and the def2-TZVPD basis.

```
67
Properties=species:S:1:pos:R:3
Ti 0.24296 0.72540 0.15065
N 3.29353 1.77257 -1.08199
C 3.43004 0.96757 -0.03331
N 4.61835 0.43195 0.22494
C 4.69261 -0.29938 1.33227
N 5.83358 -0.93579 1.59329
N 3.69771 -0.43561 2.25183
C 2.56572 0.08849 1.87939
N 2.32405 0.73726 0.72944
C 1.41346 0.04327 2.82389
C 1.56619 -0.35643 4.13915
C 0.47405 -0.27224 4.98696
C -0.72622 0.20896 4.49682
C -0.80061 0.57140 3.16644
N 0.24292 0.49306 2.33601
H 4.11258 1.98697 -1.62372
H 2.43485 2.30008 -1.19400
H 6.61502 -0.81698 0.97295
H 5.93231 -1.44838 2.45089
H 2.53304 -0.71418 4.45995
H 0.55933 -0.57138 6.02299
H -1.59784 0.30052 5.12844
H -1.73020 0.93028 2.74400
N -1.85236 1.50902 -0.13114
C -1.74374 2.38266 -1.32889
C -2.98302 3.21788 -1.60839
C -4.27440 2.41596 -1.78163
C -4.47161 1.73939 -3.14479
N -3.35156 0.97082 -3.67234
C -2.74640 -0.10561 -3.08797
N -3.39539 -0.60448 -1.95617
N -1.63089 -0.63354 -3.43712
C -0.46583 3.20726 -1.15535
O -0.35909 4.37131 -1.42726
O 0.53555 2.46909 -0.69426
H -2.46801 0.72318 -0.34326
H -2.27141 2.04535 0.62458
H -1.52470 1.71330 -2.16123
H -2.79071 3.83272 -2.49026
H -3.10429 3.92514 -0.78238
H -5.12267 3.09264 -1.65788
H -4.37134 1.67946 -0.98103
H -4.67268 2.50806 -3.89060
H -5.37407 1.12058 -3.10855
H -2.88315 1.34066 -4.48051
H -4.40452 -0.60742 -2.01563
H -3.03076 -1.51896 -1.72533
H -1.22153 -0.15915 -4.23667
H -0.34880 -1.05887 -1.77841
C -1.39565 -2.32190 1.31397
C 0.05985 -2.53299 0.98532
C 0.82720 -3.41300 1.74588
C 2.12582 -3.71894 1.37916
C 2.66366 -3.17205 0.22151
C 1.93432 -2.28049 -0.55154
C 2.49877 -1.72450 -1.82745
C 0.63569 -1.92272 -0.13880
N -0.08017 -0.88572 -0.80612
H -1.67270 -2.89031 2.20107
H -2.01555 -2.66308 0.48231
H -1.65710 -1.27780 1.48482
H 0.38701 -3.88020 2.61902
H 2.71074 -4.40713 1.97547
H 3.66617 -3.44349 -0.08882
H 3.56076 -1.95001 -1.91517
H 2.36424 -0.64478 -1.89398
H 1.98689 -2.15477 -2.69140
```

* spin multiplicity: 2
* Kohn-Sham gap (spin up / spin down): 7.31 / 7.55 eV
* LUMO energy (spin up / spin down): -3.4 / -3.4 eV
* total charge: +1

# 4
This record from the Open Molecules 2025 dataset describes the molecule C22H31N3O4S. The level of theory is the ωB97M-V functional and the def2-TZVPD basis.

```
61
Properties=species:S:1:pos:R:3
C -7.31613 -3.27711 -1.67376
C -7.20275 -2.08880 -0.72680
C -5.74953 -1.67027 -0.52162
C -5.64008 -0.48825 0.44270
N -4.28096 -0.00045 0.55192
C -3.96779 1.18525 -0.00325
O -4.80575 1.96274 -0.43492
C -2.51677 1.56540 -0.05030
C -2.19443 2.81882 0.35255
N -0.95361 3.35459 0.29364
C 0.07694 2.62016 -0.24470
C 1.38459 3.13045 -0.31309
C 2.39507 2.38278 -0.87131
C 2.12688 1.11814 -1.37791
C 0.86024 0.59561 -1.32099
C -0.18189 1.32978 -0.74824
C -1.52550 0.71889 -0.69598
O -1.75321 -0.38500 -1.16710
H 0.64840 -0.38251 -1.72618
S 3.49055 0.20445 -2.08848
O 2.99636 -0.97090 -2.74661
O 4.30783 1.11472 -2.83610
N 4.33399 -0.19131 -0.68670
C 3.69157 -1.25469 0.05602
C 4.34158 -1.38332 1.43078
H 4.19032 -0.45318 1.98195
H 3.86142 -2.19340 1.98187
C 5.84195 -1.64860 1.29198
C 6.51511 -1.74003 2.65790
H 6.07401 -2.53953 3.24850
H 7.57772 -1.94162 2.54611
H 6.39880 -0.80601 3.20321
C 6.45746 -0.53463 0.44286
C 5.74596 -0.44455 -0.90274
H 6.12592 0.38190 -1.50401
H 5.88833 -1.38001 -1.46471
H 6.35417 0.41750 0.96597
H 7.51875 -0.72496 0.27713
H 5.97889 -2.60117 0.76775
H 2.63410 -0.99749 0.14904
H 3.76555 -2.20501 -0.49237
H 3.40176 2.76094 -0.94285
H 1.60898 4.11308 0.06712
C -0.73283 4.70036 0.77011
H -0.02432 4.70547 1.60115
H -0.34817 5.33310 -0.03177
H -1.67623 5.11696 1.11538
H -2.96949 3.45330 0.76016
C -3.32778 -0.86600 1.20164
H -2.86474 -1.55733 0.49423
H -3.84503 -1.43401 1.97548
H -2.54103 -0.27402 1.66975
H -5.99855 -0.77658 1.43758
H -6.24565 0.34430 0.07763
H -5.17997 -2.51732 -0.13392
H -5.31049 -1.38167 -1.47820
H -7.64435 -2.34948 0.23843
H -7.76623 -1.24585 -1.13182
H -6.77858 -4.13546 -1.27648
H -6.89396 -3.02983 -2.64486
H -8.35738 -3.55835 -1.81276
```

* Kohn-Sham gap: 8.66 eV
* LUMO energy: 0.0 eV
* SMILES: CCCCN(C)C(=O)c1cn(C)c2ccc(S(=O)(=O)N3CCC(C)CC3)cc2c1=O

# 5
This record from the Open Molecules 2025 dataset describes a structure of composition C22H31N5O3S. The level of theory is the ωB97M-V functional and the def2-TZVPD basis.

```
62
Properties=species:S:1:pos:R:3
C 0.01850 4.99296 0.59257
C 0.13486 3.78787 1.51860
C 1.18181 2.76696 1.06813
H 1.25446 1.98557 1.82468
H 2.15632 3.25348 0.98754
C 0.87356 2.14438 -0.29932
N -0.45723 1.54941 -0.36974
C -0.96106 0.78412 0.62434
O -0.26943 0.29075 1.51970
C -2.39966 0.51833 0.61929
C -2.98360 -0.67523 1.03323
N -2.33727 -1.80923 1.36068
H -1.37422 -1.72862 1.64281
H -2.91818 -2.54836 1.73514
C -4.40723 -0.55455 0.97043
N -4.85850 0.62386 0.59570
S -3.65773 1.65385 0.26767
C -5.32866 -1.64385 1.35023
O -4.93300 -2.72514 1.75572
N -6.63151 -1.33225 1.21382
H -6.88861 -0.41376 0.89584
H -7.33543 -2.00422 1.46732
C -1.14638 1.65605 -1.64913
C -1.77433 0.34899 -2.06819
C -3.06348 0.31018 -2.58212
C -3.64754 -0.89839 -2.91851
C -2.94660 -2.07949 -2.75005
C -1.64870 -2.04515 -2.26868
C -1.06290 -0.83794 -1.93655
H -0.04961 -0.81405 -1.56253
H -1.09190 -2.96225 -2.14908
H -3.40814 -3.02362 -2.99654
H -4.65608 -0.91588 -3.30394
H -3.61841 1.22906 -2.70754
H -1.90190 2.45113 -1.61976
H -0.39612 1.93383 -2.39572
H 0.89411 2.94703 -1.04264
C 1.99496 1.16759 -0.71042
O 2.76469 1.44133 -1.61098
N 2.01370 0.02759 -0.00881
H 1.35345 -0.07424 0.75969
C 3.04095 -0.97644 -0.16722
H 3.62427 -0.69353 -1.04512
C 3.92652 -1.03740 1.07825
H 4.36852 -0.04961 1.22891
H 3.29291 -1.25227 1.94331
C 5.05214 -2.07858 1.01751
C 4.51123 -3.50384 0.92015
H 3.78233 -3.69437 1.70479
H 4.03875 -3.67557 -0.04368
H 5.32308 -4.21962 1.02770
C 6.02675 -1.79767 -0.12403
H 5.55618 -1.97153 -1.08811
H 6.37208 -0.76730 -0.08923
H 6.89216 -2.45226 -0.04768
H 5.60453 -1.99376 1.96140
H 2.56204 -1.94420 -0.34383
H 0.41444 4.13317 2.51620
H -0.83795 3.29837 1.60506
H -0.64113 5.73825 1.03083
H -0.39082 4.71192 -0.37452
H 0.99405 5.44815 0.43642
```

* Kohn-Sham gap: 8.20 eV
* LUMO energy: -0.2 eV

# 6
This record from the Open Molecules 2025 dataset describes the molecule C22H31N5O4. The level of theory is the ωB97M-V functional and the def2-TZVPD basis.

```
62
Properties=species:S:1:pos:R:3
C -2.72945 -2.02708 4.46562
H -3.53365 -1.96808 3.73659
H -3.03108 -1.48686 5.35841
H -2.57763 -3.07259 4.72489
C -1.45133 -1.40983 3.89879
N -1.00169 -2.10416 2.70915
C -1.27817 -1.76526 1.43399
O -0.83182 -2.40565 0.49190
C -2.11417 -0.52291 1.19246
H -2.84790 -0.35231 1.97741
C -1.20370 0.71871 1.05351
N -1.11991 1.10366 -0.34918
C -1.16384 2.52631 -0.59239
H -2.21407 2.84441 -0.59413
H -0.73281 2.73342 -1.56955
C -0.42776 3.30953 0.50060
N -1.10949 3.03749 1.74267
C -1.65498 1.83354 1.99608
O -2.36199 1.63468 2.96663
H -1.37579 3.79658 2.35153
H 0.61597 2.97557 0.55340
H -0.44067 4.38119 0.30088
C -0.04759 0.40369 -1.04938
C -0.29683 0.42036 -2.53295
C -1.25768 -0.43099 -3.06090
C -1.51779 -0.43414 -4.41380
C -0.83175 0.42674 -5.25404
C 0.12307 1.29934 -4.75138
C 0.40731 1.28641 -3.37253
O 1.31788 2.12153 -2.76511
C 2.52091 2.43192 -3.43510
H 2.94210 1.55209 -3.92762
H 2.38131 3.22432 -4.17294
H 3.20684 2.77478 -2.65920
O 0.80391 2.20397 -5.52823
C 0.56203 2.21876 -6.91236
H 1.21669 2.99142 -7.31376
H 0.81020 1.25899 -7.37699
H -0.47799 2.47563 -7.13790
H -1.05708 0.41937 -6.30823
H -2.25684 -1.10200 -4.82895
H -1.77979 -1.09851 -2.39478
H 0.93939 0.83833 -0.82746
H -0.06975 -0.63474 -0.71272
H -0.19477 0.46895 1.43755
H -2.63370 -0.65463 0.24302
C -0.13903 -3.25857 2.93673
C 1.27695 -2.82515 3.12667
C 2.13745 -2.35375 2.15454
N 3.28971 -2.03003 2.77117
N 3.23067 -2.25903 4.07848
C 2.02193 -2.73445 4.31322
H 1.73042 -3.00385 5.30922
C 4.48655 -1.51151 2.17561
H 5.21266 -1.36054 2.97176
H 4.28917 -0.56003 1.67790
H 4.89006 -2.21560 1.44528
H 1.99368 -2.24216 1.09901
H -0.21652 -3.89859 2.05404
H -0.49285 -3.80097 3.81572
H -1.62133 -0.35446 3.68810
H -0.64803 -1.47634 4.63878
```

* Kohn-Sham gap: 8.87 eV
* LUMO energy: 0.6 eV
* SMILES: CCN(Cc1cnn(C)c1)C(=O)C[C@@H]1C(=O)NCCN1Cc1cccc(OC)c1OC

# 7
This record from the Open Molecules 2025 dataset describes the molecule C22H31N7. The level of theory is the ωB97M-V functional and the def2-TZVPD basis.

```
60
Properties=species:S:1:pos:R:3
C -1.32620 -1.93964 2.36559
C -0.94446 -1.18675 1.30057
C 0.44887 -1.06313 0.93267
N 0.99148 -0.40233 -0.00289
C 0.25731 0.63370 -0.73320
C -0.59205 1.69572 -0.00752
N 0.47972 2.68078 -0.15789
C 0.19264 4.09047 -0.39143
C -0.56546 4.73725 0.78904
C -0.90020 6.22161 0.52993
C 0.36084 7.03671 0.18255
C 1.15768 6.39630 -0.97085
C 1.46721 4.90965 -0.69351
C 1.07981 1.83790 -1.19682
N 1.27627 -1.81728 1.80419
C 0.80597 -2.57900 2.92081
N 1.73097 -3.30183 3.74736
C 1.33751 -4.54406 4.43731
C 1.41828 -5.74823 3.45453
N 2.72017 -5.71498 2.78043
N 3.17119 -6.74316 2.04186
C 4.28802 -6.29273 1.53030
C 4.57601 -4.99308 1.89639
C 3.53306 -4.59270 2.71010
C 3.17991 -3.32226 3.47479
C 5.88358 -4.53934 1.30771
C 6.09439 -5.58203 0.19335
C 5.31656 -6.85429 0.58980
N -0.45981 -2.62872 3.17327
H -2.37684 -2.02509 2.61249
H -1.70369 -0.70059 0.71325
H -0.25307 0.13462 -1.55869
H -1.49374 1.95374 -0.56703
H -0.86079 1.50582 1.03201
H -0.45273 4.17467 -1.26847
H -1.48387 4.18656 0.99201
H 0.04408 4.65613 1.69047
H -1.61852 6.29475 -0.28846
H -1.39153 6.65072 1.40450
H 0.08624 8.06060 -0.07520
H 0.99900 7.10791 1.06543
H 0.58920 6.48188 -1.89867
H 2.08616 6.94586 -1.13235
H 2.14899 4.83446 0.15520
H 1.99414 4.48213 -1.54654
H 2.16439 1.74113 -1.12308
H 0.81947 2.14990 -2.21052
H 2.25913 -1.79319 1.60664
H 2.01794 -4.70078 5.27679
H 0.33697 -4.45753 4.86591
H 1.28348 -6.70791 3.95460
H 0.64487 -5.66564 2.68918
H 3.51312 -2.43112 2.94208
H 3.71709 -3.30634 4.42402
H 5.86056 -3.52090 0.91772
H 6.69100 -4.59740 2.03920
H 5.68504 -5.19022 -0.74024
H 7.15076 -5.78294 0.00884
H 5.95405 -7.59008 1.08114
H 4.87545 -7.33272 -0.28533
```

* Kohn-Sham gap: 8.59 eV
* LUMO energy: 0.7 eV
* SMILES: c1c/c(=N\C2CN(C3CCCCC3)C2)[nH]c(N2CCn3nc4c(c3C2)CCC4)n1